Record 1
Density functional theory data (ωB97M-V with the def2-TZVPD basis set) for C54H47N7O4RuS4 as an isolated structure at a distorted geometry.

Atoms and positions in Å:
Ru: 0.0462 -0.8411 1.1655
C: -2.3446 -0.8491 7.8386
C: -1.6809 -1.4353 6.6196
C: -0.8428 -0.6613 5.8277
C: -0.2494 -1.1806 4.6869
C: -0.5007 -2.4971 4.3350
C: -1.3346 -3.2967 5.1174
C: -1.9169 -2.7596 6.2489
S: 0.1624 -3.2325 2.8832
O: -0.8722 -3.1894 1.8437
O: 0.6737 -4.5216 3.2394
N: 1.2332 -2.2111 2.2769
C: 2.5135 -1.9302 2.7882
C: 3.2892 -2.7403 3.5659
C: 4.6016 -2.3398 3.9228
C: 5.1245 -1.1551 3.5025
C: 4.3298 -0.2822 2.7181
C: 4.7806 0.9739 2.2467
C: 3.9401 1.7810 1.5384
C: 2.6251 1.3400 1.2998
N: 2.1822 0.1693 1.6890
C: 3.0213 -0.6634 2.3839
H: -1.7364 -0.0593 8.2783
H: -2.5264 -1.6121 8.5950
H: -3.3090 -0.4128 7.5683
H: -0.6517 0.3695 6.1009
H: 0.3947 -0.5547 4.0869
H: -1.5150 -4.3261 4.8335
H: -2.5659 -3.3767 6.8590
H: 2.9022 -3.6983 3.8862
H: 5.1993 -3.0049 4.5324
H: 6.1353 -0.8653 3.7604
H: 5.7959 1.2852 2.4660
H: 4.2520 2.7497 1.1693
H: 1.9202 1.9807 0.7823
N: 0.0525 0.2483 -0.7174
S: -1.3833 2.0724 -2.8521
N: -0.8293 3.3961 -3.6350
S: 0.4854 3.2382 -4.5127
N: 1.5138 2.1927 -4.2012
S: 2.0125 1.7852 -2.3962
N: 0.3760 -0.7882 -1.0032
C: 2.3874 3.3372 -1.7438
C: 1.3816 3.8937 -0.9280
C: 1.5931 5.1043 -0.2953
C: 2.8050 5.7743 -0.4495
C: 3.8009 5.2189 -1.2462
C: 3.6109 4.0058 -1.8917
C: 3.5068 0.9683 -2.7311
C: 3.7577 -0.2064 -2.0144
C: 4.8786 -0.9607 -2.3122
C: 5.7555 -0.5493 -3.3120
C: 5.5056 0.6199 -4.0138
C: 4.3768 1.3805 -3.7375
C: -0.0083 2.9379 -6.1868
C: 0.4836 1.8319 -6.8569
C: -0.0005 1.5647 -8.1326
C: -0.9488 2.3963 -8.7102
C: -1.4332 3.5038 -8.0203
C: -0.9659 3.7794 -6.7467
C: 1.1253 4.8800 -4.5219
C: 0.5292 5.9092 -3.8140
C: 1.1377 7.1589 -3.8223
C: 2.3121 7.3551 -4.5305
C: 2.8918 6.3111 -5.2432
C: 2.2972 5.0609 -5.2453
C: -1.8433 0.9506 -4.1497
C: -2.7267 1.3502 -5.1460
C: -3.0021 0.4724 -6.1766
C: -2.3977 -0.7844 -6.2040
C: -1.5162 -1.1659 -5.2076
C: -1.2274 -0.2888 -4.1657
C: -2.9522 2.6876 -2.2979
C: -4.0094 1.7959 -2.1657
C: -5.2081 2.2601 -1.6470
C: -5.3302 3.5860 -1.2539
C: -4.2548 4.4554 -1.3727
C: -3.0472 4.0092 -1.8893
H: 0.4451 3.3613 -0.7883
H: 0.8140 5.5260 0.3292
H: 2.9765 6.7138 0.0597
H: 4.7442 5.7382 -1.3673
H: 4.4068 3.5790 -2.4845
H: 3.0811 -0.5168 -1.2282
H: 5.0683 -1.8737 -1.7622
H: 6.6256 -1.1476 -3.5494
H: 6.1894 0.9417 -4.7892
H: 4.1601 2.2728 -4.3097
H: 1.2177 1.1979 -6.3779
H: 0.3651 0.7002 -8.6723
H: -1.3130 2.1844 -9.7078
H: -2.1773 4.1468 -8.4732
H: -1.3416 4.6292 -6.1877
H: -0.3850 5.7284 -3.2680
H: 0.6914 7.9774 -3.2720
H: 2.7802 8.3314 -4.5344
H: 3.8116 6.4706 -5.7910
H: 2.7329 4.2311 -5.7900
H: -3.1842 2.3317 -5.1105
H: -3.6892 0.7644 -6.9602
H: -2.6196 -1.4673 -7.0144
H: -1.0501 -2.1423 -5.2324
H: -0.5318 -0.5698 -3.3853
H: -3.9113 0.7635 -2.4793
H: -6.0470 1.5835 -1.5510
H: -6.2686 3.9415 -0.8496
H: -4.3507 5.4849 -1.0551
H: -2.2017 4.6755 -1.9910
N: -2.3021 -1.3888 0.2822
C: -3.2536 -0.8703 1.2706
C: -2.6616 0.2825 2.0508
O: -3.3851 1.1173 2.5470
O: -1.3472 0.2669 2.1651
H: -2.5779 -1.2030 -0.6712
H: -2.1138 -2.3760 0.3953
H: -3.5004 -1.6410 2.0015
H: -4.1723 -0.5079 0.8148

Output
* relative energy (zero: lowest compared OMol25 entry of this formula, charge and spin): 0.000 eV
* orbital gap (spin up / spin down): 5.872 / 7.369 eV
* highest occupied orbital energy (spin up / spin down): -8.19 / -10.05 eV
* net charge: +1
* lowest unoccupied orbital energy (spin up / spin down): -0.085 / -0.099 Eh
* spin multiplicity: 6

=====

Record 2
Density functional theory data (ωB97M-V with the def2-TZVPD basis set) for C54H49F4N8S3Ti as an isolated structure.

Atoms and positions in Å:
Ti: -0.3458 0.5155 0.0635
C: 0.8589 4.0030 -0.5049
C: 1.0896 3.3099 0.8238
N: -0.0386 2.4493 1.3328
C: -1.1415 3.3665 1.7631
C: -2.4250 2.6907 2.2145
C: 0.4650 1.7671 2.5574
C: 1.5046 0.6889 2.2242
N: 1.3673 0.2773 0.8206
C: 2.5146 -0.0382 0.0944
C: 2.5244 0.2810 -1.2580
F: 1.4255 0.9348 -1.7216
C: 3.5820 0.0053 -2.0932
F: 3.4958 0.3358 -3.3774
C: 4.7129 -0.6044 -1.5866
C: 4.7363 -0.9159 -0.2410
F: 5.7977 -1.5132 0.2829
C: 3.6630 -0.6454 0.5974
F: 3.7378 -0.9969 1.8835
H: 1.7541 4.5754 -0.7490
H: 0.7006 3.2974 -1.3179
H: 0.0318 4.7120 -0.4843
H: 1.9745 2.6805 0.7530
H: 1.2928 4.0523 1.6021
H: -0.7566 3.9866 2.5787
H: -1.3332 4.0520 0.9427
H: -2.7879 1.9406 1.5126
H: -2.3188 2.1958 3.1777
H: -3.2012 3.4474 2.3330
H: 0.9033 2.5138 3.2247
H: -0.3882 1.3299 3.0622
H: 2.5113 1.0667 2.3882
H: 1.3684 -0.1684 2.8863
H: 5.5619 -0.8238 -2.2200
N: -1.3785 -0.3340 1.4022
S: -1.6914 -1.7263 1.8726
N: -2.5221 -2.6511 0.8395
S: -2.0497 -3.8141 -0.0907
N: -0.9711 -3.5279 -1.1945
S: -0.9746 -2.0933 -1.9518
N: -0.4914 -0.9602 -1.1132
C: 0.1180 -2.3884 -3.3016
C: 1.2949 -3.0848 -3.0373
C: 2.2635 -3.1420 -4.0232
C: 2.0626 -2.4961 -5.2400
C: 0.8907 -1.7943 -5.4815
C: -0.0955 -1.7345 -4.5073
C: -2.5832 -1.8585 -2.6361
C: -3.0142 -2.7103 -3.6513
C: -4.2920 -2.5456 -4.1550
C: -5.1223 -1.5549 -3.6386
C: -4.6884 -0.7350 -2.6065
C: -3.4084 -0.8861 -2.0925
C: -3.5655 -4.3742 -0.8017
C: -4.7670 -3.7290 -0.5582
C: -5.9134 -4.2389 -1.1531
C: -5.8421 -5.3663 -1.9586
C: -4.6233 -5.9999 -2.1879
C: -3.4695 -5.5055 -1.6090
C: -1.4013 -5.2081 0.7647
C: -0.1135 -5.6634 0.5331
C: 0.3264 -6.7717 1.2423
C: -0.5131 -7.3984 2.1521
C: -1.8098 -6.9348 2.3591
C: -2.2670 -5.8344 1.6594
C: -2.7899 -1.6642 3.2501
C: -3.7756 -2.6272 3.4280
C: -4.5673 -2.5668 4.5628
C: -4.3642 -1.5642 5.5037
C: -3.3702 -0.6125 5.3159
C: -2.5737 -0.6592 4.1839
C: -0.2707 -2.6354 2.4128
C: -0.2701 -3.2390 3.6662
C: 0.8513 -3.9536 4.0628
C: 1.9445 -4.0639 3.2159
C: 1.9214 -3.4677 1.9611
C: 0.8157 -2.7453 1.5475
H: 1.4462 -3.5787 -2.0853
H: 3.1780 -3.6928 -3.8474
H: 2.8263 -2.5440 -6.0050
H: 0.7315 -1.2889 -6.4247
H: -1.0101 -1.1913 -4.7067
H: -2.3597 -3.4761 -4.0497
H: -4.6401 -3.1858 -4.9550
H: -6.1192 -1.4290 -4.0419
H: -5.3485 0.0193 -2.1983
H: -3.0682 -0.2723 -1.2741
H: -4.8091 -2.8559 0.0786
H: -6.8658 -3.7568 -0.9756
H: -6.7437 -5.7632 -2.4073
H: -4.5773 -6.8836 -2.8104
H: -2.5174 -5.9978 -1.7748
H: 0.5242 -5.1754 -0.1901
H: 1.3251 -7.1517 1.0736
H: -0.1631 -8.2670 2.6944
H: -2.4663 -7.4442 3.0513
H: -3.2892 -5.4958 1.7802
H: -3.9337 -3.3961 2.6881
H: -5.3479 -3.3001 4.7139
H: -4.9867 -1.5237 6.3877
H: -3.2141 0.1641 6.0523
H: -1.7867 0.0688 4.0289
H: -1.1182 -3.1571 4.3312
H: 0.8681 -4.4174 5.0399
H: 2.8202 -4.6140 3.5359
H: 2.7757 -3.5614 1.3025
H: 0.7996 -2.2825 0.5729
N: -1.0755 1.0841 -6.2514
C: -1.3485 1.5668 -5.2451
C: -1.6805 2.0578 -3.9368
C: -2.6037 3.0743 -3.7196
C: -2.8936 3.4121 -2.4093
C: -2.2613 2.7368 -1.3819
N: -1.3569 1.7637 -1.5841
C: -1.0783 1.4389 -2.8526
H: -3.0834 3.5738 -4.5516
H: -3.6091 4.1889 -2.1792
H: -2.4971 2.9721 -0.3569
H: -0.3585 0.6535 -3.0128

Output
* relative energy (zero: lowest compared OMol25 entry of this formula, charge and spin): 0.271 eV
* orbital gap: 7.605 eV
* highest occupied orbital energy: -15.44 eV
* net charge: +3
* lowest unoccupied orbital energy: -0.288 Eh

=====

Record 3
Density functional theory data (ωB97M-V with the def2-TZVPD basis set) for C54H49NP2PdS2 as an isolated structure at a distorted geometry.

Atoms and positions in Å:
C: -1.8332 1.2021 0.2140
N: -0.9379 0.0709 0.4653
C: -1.6028 -1.2273 0.3850
C: 0.4053 0.2139 0.7139
S: 1.0665 1.7339 0.9210
S: 1.4068 -1.1203 0.8087
H: -1.2699 2.1295 0.1496
H: -2.3604 1.0642 -0.7271
H: -2.5692 1.2872 1.0098
H: -0.8683 -2.0264 0.3720
H: -2.2541 -1.3650 1.2448
H: -2.1979 -1.2938 -0.5228
C: -0.5268 5.0738 9.0197
C: -0.2783 3.8742 9.6636
C: 0.0754 2.7644 8.9298
C: 0.1759 2.8259 7.5249
C: 0.5090 1.6335 6.7607
C: 0.3927 1.5382 5.3462
C: 0.6321 0.3600 4.5757
C: 1.6050 -0.6888 4.8397
C: 1.6372 -1.8174 4.0006
C: 2.6554 -2.7394 4.0616
C: 3.6458 -2.5926 5.0197
C: 3.6179 -1.5103 5.8883
C: 2.6304 -0.5575 5.7876
Pd: -0.9660 0.0986 6.0989
P: -2.9570 1.2731 6.0020
C: -2.5968 2.7089 4.9732
C: -2.7374 3.9758 5.4919
C: -2.4216 5.0759 4.7165
C: -1.9654 4.8986 3.4274
C: -1.8284 3.6267 2.9112
C: -2.1566 2.5275 3.6827
C: -4.1640 0.2627 5.1246
C: -5.2277 0.8672 4.4948
C: -6.1222 0.1001 3.7703
C: -5.9285 -1.2619 3.6588
C: -4.8556 -1.8625 4.2856
C: -3.9784 -1.0974 5.0317
C: -3.6340 1.8133 7.5797
C: -4.9056 2.3359 7.6180
C: -5.4264 2.8013 8.8107
C: -4.6782 2.7148 9.9655
C: -3.4089 2.1726 9.9268
C: -2.8801 1.7362 8.7261
P: -1.1171 -1.7586 7.5069
C: -0.0899 -1.4625 8.9766
C: -0.6453 -1.5431 10.2358
C: 0.1409 -1.4007 11.3624
C: 1.4906 -1.1608 11.2173
C: 2.0504 -1.0646 9.9578
C: 1.2581 -1.2252 8.8368
C: -2.7793 -2.2387 8.0564
C: -3.2545 -3.5001 7.7755
C: -4.4769 -3.9120 8.2714
C: -5.2283 -3.0531 9.0464
C: -4.7680 -1.7806 9.3052
C: -3.5460 -1.3780 8.8046
C: -0.4104 -3.1751 6.6268
C: 0.5345 -3.9610 7.2439
C: 0.9860 -5.1192 6.6409
C: 0.4774 -5.4988 5.4150
C: -0.4714 -4.7158 4.7955
C: -0.9131 -3.5527 5.4011
C: -0.0918 4.0572 6.9035
C: -0.4325 5.1622 7.6438
H: -0.7318 5.9604 9.5919
H: -0.3328 3.8293 10.7425
H: 0.2756 1.8312 9.4315
H: 0.9172 0.7967 7.3325
H: -0.0412 2.3841 4.8049
H: 0.2600 0.3592 3.5484
H: 0.8552 -1.9272 3.2733
H: 2.6812 -3.5737 3.3712
H: 4.4287 -3.3313 5.1102
H: 4.3617 -1.4203 6.6647
H: 2.6981 0.3384 6.3790
H: -3.0607 4.0961 6.5125
H: -2.5079 6.0656 5.1304
H: -1.7122 5.7533 2.8241
H: -1.4466 3.4880 1.9166
H: -2.0402 1.5260 3.3008
H: -5.3430 1.9373 4.5581
H: -6.9654 0.5708 3.2943
H: -6.6140 -1.8543 3.0754
H: -4.6967 -2.9221 4.1881
H: -3.1587 -1.5514 5.5592
H: -5.4889 2.3680 6.7153
H: -6.4103 3.2380 8.8283
H: -5.0839 3.0723 10.8963
H: -2.8276 2.0867 10.8282
H: -1.8951 1.3019 8.6817
H: -1.6986 -1.7253 10.3401
H: -0.2938 -1.4915 12.3458
H: 2.1130 -1.0649 12.0895
H: 3.1054 -0.8808 9.8446
H: 1.6872 -1.1890 7.8505
H: -2.6631 -4.1665 7.1724
H: -4.8340 -4.9056 8.0654
H: -6.1701 -3.3756 9.4543
H: -5.3455 -1.0986 9.9052
H: -3.1714 -0.3969 9.0181
H: 0.9114 -3.6798 8.2116
H: 1.7141 -5.7400 7.1408
H: 0.7887 -6.4252 4.9583
H: -0.9025 -5.0285 3.8581
H: -1.6851 -2.9681 4.9363
H: -0.0415 4.1392 5.8325
H: -0.6098 6.1052 7.1485

Output
* orbital gap: 3.431 eV
* highest occupied orbital energy: -5.33 eV
* lowest unoccupied orbital energy: -0.070 Eh

=====

Record 4
Density functional theory data (ωB97M-V with the def2-TZVPD basis set) for C54H51InN7O4 as an isolated structure at a distorted geometry.

Atoms and positions in Å:
In: 0.4316 0.2362 -0.1260
C: 6.4234 -4.0722 5.8390
O: 5.1178 -3.6431 6.2573
C: 4.1555 -3.4983 5.3288
C: 2.8696 -3.1288 5.7938
C: 1.9054 -2.6392 4.9301
C: 2.1712 -2.5245 3.5268
C: 3.3950 -3.0531 3.0955
C: 4.3821 -3.5743 3.9435
C: 1.2601 -1.8847 2.5384
C: 0.5319 -0.6723 2.8991
C: 0.4636 -0.0120 4.1490
C: -0.5302 0.9301 4.0782
C: -1.0563 0.9120 2.7337
N: -0.2846 0.0194 1.9909
C: -2.1601 1.7311 2.3158
C: -2.3639 2.0776 0.9469
C: -3.4012 2.9275 0.4296
C: -3.2622 3.0060 -0.9245
C: -2.1605 2.1342 -1.2629
C: -1.6170 1.8286 -2.5722
C: -1.2679 2.8567 -3.5673
C: -0.7984 2.5343 -4.8480
C: -0.4163 3.5187 -5.7740
C: -0.3854 4.8514 -5.4025
O: 0.1092 5.8261 -6.2198
C: 0.9220 5.3652 -7.3338
C: -0.8831 5.2106 -4.1280
C: -1.3268 4.2420 -3.2509
C: -1.4284 0.4376 -2.8753
N: -0.8840 -0.4623 -2.0042
C: -0.9558 -1.7348 -2.6246
C: -0.4219 -2.9104 -2.0638
C: -0.6548 -4.2048 -2.7660
C: -1.9438 -4.5356 -3.2029
C: -2.2637 -5.6927 -3.8622
C: -1.3153 -6.7295 -3.9450
O: -1.5363 -7.9427 -4.4892
C: -2.8672 -8.1533 -5.0441
C: -0.0012 -6.4609 -3.5254
C: 0.3446 -5.2457 -3.0060
C: 0.3003 -2.9595 -0.8397
C: 0.6215 -4.2086 -0.1721
C: 1.1336 -3.9237 1.0731
C: 1.1202 -2.5021 1.2505
N: 0.7325 -1.9288 0.0377
C: -1.6188 -1.5921 -3.9234
C: -1.8459 -0.2628 -4.0954
N: -1.5586 1.6342 -0.0978
C: -3.0372 2.2972 3.3452
C: -3.4803 3.6249 3.3472
C: -4.4130 4.0969 4.2648
C: -4.9790 3.1957 5.1903
O: -5.8581 3.4880 6.1438
C: -6.0836 4.9073 6.3807
C: -4.5580 1.8593 5.1789
C: -3.5276 1.4712 4.3605
H: 7.1168 -3.9163 6.6935
H: 6.8432 -3.5146 4.9679
H: 6.3830 -5.1457 5.6124
H: 2.6751 -3.1912 6.8839
H: 0.9318 -2.3654 5.3176
H: 3.6480 -3.0319 2.0243
H: 5.3330 -3.9058 3.5756
H: 1.0978 -0.1565 5.0229
H: -0.9601 1.4581 4.9493
H: -4.2188 3.3716 0.9622
H: -3.8100 3.6709 -1.5758
H: -0.6924 1.4592 -5.1364
H: -0.0514 3.2630 -6.7840
H: 1.3422 6.2775 -7.7324
H: 0.3176 4.8383 -8.1079
H: 1.7492 4.6927 -7.0788
H: -0.9057 6.2790 -3.8924
H: -1.5783 4.5712 -2.2288
H: -2.7107 -3.7750 -3.0078
H: -3.2803 -5.8727 -4.2242
H: -2.9140 -9.2219 -5.3043
H: -3.0590 -7.5441 -5.9401
H: -3.6454 -7.9430 -4.3001
H: 0.7399 -7.2830 -3.6275
H: 1.3724 -5.0238 -2.7881
H: 0.3798 -5.2103 -0.5164
H: 1.5595 -4.6443 1.8054
H: -1.7788 -2.3920 -4.6467
H: -2.2443 0.2061 -5.0119
H: -3.1633 4.3191 2.5841
H: -4.7197 5.1479 4.2630
H: -6.8957 4.9490 7.1389
H: -6.4850 5.4385 5.4930
H: -5.2011 5.3982 6.7596
H: -5.0196 1.1376 5.8648
H: -3.1789 0.4504 4.3448
C: 2.1808 2.6574 -1.7028
C: 1.3474 3.2897 -0.6400
N: 1.3190 2.5095 0.6045
C: 2.4864 2.4929 1.5130
C: 3.6595 1.5685 1.0446
N: 3.0491 0.3514 0.4788
C: 3.6979 -0.0916 -0.7741
C: 3.0711 0.3846 -2.0585
N: 1.8933 1.2295 -1.8891
H: 2.0241 3.1937 -2.6781
H: 3.2421 2.7270 -1.3877
H: 1.6920 4.3318 -0.4430
H: 0.3164 3.3494 -0.9162
H: 0.5906 2.9815 1.1556
H: 2.8488 3.5238 1.7230
H: 2.0262 2.0567 2.4303
H: 4.3666 2.0671 0.3288
H: 4.3033 1.3054 1.9071
H: 3.1730 -0.4203 1.1830
H: 4.7403 0.2746 -0.8324
H: 3.7760 -1.1735 -0.7828
H: 3.8684 0.9156 -2.6188
H: 2.8071 -0.4942 -2.7016
H: 1.2991 1.1114 -2.7253

Output
* relative energy (zero: lowest compared OMol25 entry of this formula, charge and spin): 0.000 eV
* orbital gap (spin up / spin down): 5.070 / 4.948 eV
* highest occupied orbital energy (spin up / spin down): -8.66 / -8.37 eV
* net charge: +1
* lowest unoccupied orbital energy (spin up / spin down): -0.132 / -0.126 Eh